The following is a DFT calculation (ωB97M-V/def2-TZVPD) of a structure of composition C33H49BCaGeN9O8P.

Structure (ORCA input):
```
! wB97M-V def2-TZVPD RIJCOSX def2/J DEFGRID3
* xyz 1 2
Ca 0.41 -0.69 1.00
C 2.49 -2.12 4.79
C 2.53 -1.76 3.44
N 1.46 -1.03 3.12
N 0.73 -0.89 4.25
C 1.33 -1.56 5.26
B -0.68 -0.22 4.23
N -0.67 1.13 3.46
C -1.17 2.29 3.95
C -1.01 3.27 2.99
C -0.39 2.61 1.93
N -0.20 1.33 2.21
N -1.66 -1.22 3.54
C -2.51 -2.10 4.09
C -3.04 -2.88 3.08
C -2.43 -2.39 1.92
N -1.60 -1.39 2.20
N -1.09 0.07 5.66
C -0.34 0.71 6.60
C -1.17 1.10 7.62
C -2.45 0.68 7.20
N -2.40 0.08 6.02
H 3.21 -2.70 5.34
H 3.27 -1.98 2.69
H 0.88 -1.59 6.24
H -1.60 2.34 4.93
H -1.28 4.30 3.07
H -0.05 3.01 0.99
H -2.70 -2.08 5.14
H -3.77 -3.66 3.18
H -2.56 -2.72 0.90
H 0.72 0.85 6.47
H -0.90 1.62 8.52
H -3.39 0.78 7.71
O 6.39 -1.54 -1.60
C 5.17 -1.25 -1.15
C 4.80 0.01 -0.67
C 3.50 0.18 -0.24
N 2.59 -0.79 -0.23
C 2.94 -1.98 -0.72
C 4.20 -2.26 -1.20
C 1.84 -3.01 -0.83
O 2.00 -4.03 -1.44
O 0.69 -2.63 -0.27
C 3.00 1.53 0.23
O 3.66 2.25 0.91
O 1.75 1.80 -0.17
H 6.99 -0.78 -1.50
H 5.50 0.83 -0.61
H 4.43 -3.23 -1.61
C -0.82 -5.57 -1.14
C -2.09 -4.78 -1.22
O -1.94 -3.49 -1.91
P -0.96 -2.28 -1.67
O 0.10 -2.26 -2.81
C -0.23 -2.44 -4.23
C 0.06 -3.86 -4.65
O -1.84 -0.99 -2.06
C -3.19 -0.78 -1.55
C -4.17 -0.94 -2.68
H -1.05 -6.54 -0.69
H -0.07 -5.08 -0.54
H -0.40 -5.75 -2.13
H -2.50 -4.57 -0.23
H -2.86 -5.28 -1.80
H 0.39 -1.72 -4.75
H -1.28 -2.16 -4.38
H 1.07 -4.13 -4.37
H -0.04 -3.94 -5.73
H -0.64 -4.56 -4.19
H -3.20 0.23 -1.13
H -3.39 -1.48 -0.74
H -3.94 -0.24 -3.48
H -5.18 -0.73 -2.32
H -4.14 -1.95 -3.07
C 2.67 6.14 -0.93
C 1.98 4.96 -1.61
C 2.98 3.97 -2.20
C 2.33 2.82 -2.98
Ge 1.11 1.74 -1.92
C -0.72 2.34 -1.71
C -1.44 2.38 -3.06
C -2.89 2.85 -2.94
C -3.60 2.89 -4.29
H 1.94 6.83 -0.50
H 3.28 6.69 -1.64
H 3.32 5.79 -0.13
H 1.31 5.31 -2.40
H 1.36 4.44 -0.87
H 3.61 3.59 -1.40
H 3.65 4.51 -2.88
H 3.09 2.15 -3.39
H 1.77 3.20 -3.83
H 1.14 0.25 -2.33
H -0.73 3.33 -1.24
H -1.24 1.66 -1.02
H -1.42 1.38 -3.52
H -0.92 3.05 -3.75
H -2.91 3.84 -2.48
H -3.43 2.19 -2.25
H -3.10 3.58 -4.97
H -4.64 3.21 -4.18
H -3.61 1.90 -4.76
*
```

Values from the calculation:
* expectation value of S²: 0.75
* E_LUMO (alpha / beta): -2.51 / -4.43 eV
* largest force on an atom: 0.61 eV/A
* relative energy (zero: lowest compared OMol25 entry of this formula, charge and spin): 0.00 kJ/mol

***

The following is a DFT calculation (ωB97M-V/def2-TZVPD) of a structure of composition C48H47CaN4O11P4 in a non-equilibrium geometry.

Structure (ORCA input):
```
! wB97M-V def2-TZVPD RIJCOSX def2/J DEFGRID3
* xyz -1 1
Ca 0.66 -0.80 0.04
O 0.59 3.53 -1.31
C 0.51 3.33 -2.63
C 0.56 4.45 -3.47
C 0.52 4.29 -4.84
C 0.43 3.02 -5.40
C 0.38 1.92 -4.57
C 0.41 2.05 -3.19
C 0.35 0.83 -2.32
O 0.11 0.94 -1.05
N 0.53 -0.31 -2.95
N 0.39 -1.38 -2.10
C 0.51 -2.54 -2.63
C 0.28 -3.78 -1.90
C 0.32 -4.98 -2.61
C 0.04 -6.20 -2.02
C -0.30 -6.22 -0.67
C -0.34 -5.05 0.07
C -0.03 -3.79 -0.50
O -0.04 -2.72 0.23
H 0.45 2.65 -0.89
H 0.63 5.43 -3.01
H 0.55 5.17 -5.48
H 0.40 2.90 -6.47
H 0.30 0.92 -4.98
H 0.72 -2.62 -3.70
H 0.57 -4.95 -3.67
H 0.07 -7.11 -2.59
H -0.54 -7.16 -0.18
H -0.62 -5.07 1.11
C 1.12 -3.18 3.00
C 2.33 -2.34 2.64
O 3.43 -2.61 3.53
P 2.99 -2.58 0.93
O 2.79 -4.10 0.50
O 4.56 -2.54 1.12
O 2.59 -1.62 -0.13
P 2.00 -0.52 2.81
O 3.37 0.06 2.16
O 2.03 -0.24 4.27
O 0.84 -0.11 1.95
H 1.37 -4.24 2.97
H 0.30 -2.97 2.32
H 0.81 -2.91 4.01
H 3.37 -1.92 4.22
H 1.92 -4.26 0.11
H 4.78 -2.61 2.07
H 3.18 0.50 1.31
O -2.66 -0.46 -1.86
C -2.90 -1.66 -1.15
C -2.94 -1.44 0.35
C -3.88 -2.08 1.14
C -3.90 -1.82 2.50
C -2.98 -0.92 3.02
C -2.07 -0.33 2.16
N -2.04 -0.59 0.85
H -1.84 -0.09 -1.51
H -2.12 -2.40 -1.36
H -3.85 -2.05 -1.49
H -4.59 -2.77 0.69
H -4.62 -2.31 3.14
H -2.96 -0.68 4.07
H -1.34 0.38 2.51
N 3.17 0.85 -1.55
C 2.93 1.29 -0.50
H 3.22 0.36 -2.42
C -1.70 4.76 3.19
P -1.07 3.40 2.07
C 0.61 4.11 1.78
C 1.68 3.36 2.24
C 2.98 3.85 2.14
C 3.20 5.10 1.59
C 2.13 5.86 1.12
C 0.84 5.36 1.22
C -2.00 3.81 0.53
C -2.33 2.70 -0.25
C -2.98 2.84 -1.46
C -3.34 4.11 -1.90
C -3.04 5.22 -1.12
C -2.38 5.07 0.09
P -3.47 4.35 3.57
C -3.89 5.92 4.45
C -4.12 6.07 5.81
C -4.40 7.32 6.34
C -4.47 8.43 5.52
C -4.29 8.29 4.15
C -4.01 7.04 3.62
C -3.25 3.16 4.96
C -2.35 3.32 6.01
C -2.28 2.36 7.02
C -3.09 1.24 6.98
C -3.98 1.07 5.93
C -4.06 2.03 4.93
H -1.63 5.74 2.73
H -1.09 4.77 4.10
H 1.50 2.39 2.66
H 3.81 3.25 2.49
H 4.21 5.49 1.51
H 2.30 6.83 0.67
H 0.02 5.95 0.81
H -2.04 1.71 0.10
H -3.20 1.97 -2.06
H -3.85 4.23 -2.85
H -3.32 6.21 -1.46
H -2.18 5.96 0.68
H -4.08 5.21 6.46
H -4.57 7.42 7.41
H -4.68 9.41 5.94
H -4.37 9.15 3.50
H -3.88 6.92 2.55
H -1.71 4.19 6.06
H -1.57 2.49 7.83
H -3.04 0.51 7.77
H -4.62 0.20 5.90
H -4.74 1.89 4.10
*
```

Values from the calculation:
* E_LUMO: 2.39 eV
* largest force on an atom: 2.50 eV/A
* relative energy (zero: lowest compared OMol25 entry of this formula, charge and spin): 71.32 kJ/mol

***

Please write out number 1 again, unchanged.
The following is a DFT calculation (ωB97M-V/def2-TZVPD) of a structure of composition C33H49BCaGeN9O8P.

Structure (ORCA input):
```
! wB97M-V def2-TZVPD RIJCOSX def2/J DEFGRID3
* xyz 1 2
Ca 0.41 -0.69 1.00
C 2.49 -2.12 4.79
C 2.53 -1.76 3.44
N 1.46 -1.03 3.12
N 0.73 -0.89 4.25
C 1.33 -1.56 5.26
B -0.68 -0.22 4.23
N -0.67 1.13 3.46
C -1.17 2.29 3.95
C -1.01 3.27 2.99
C -0.39 2.61 1.93
N -0.20 1.33 2.21
N -1.66 -1.22 3.54
C -2.51 -2.10 4.09
C -3.04 -2.88 3.08
C -2.43 -2.39 1.92
N -1.60 -1.39 2.20
N -1.09 0.07 5.66
C -0.34 0.71 6.60
C -1.17 1.10 7.62
C -2.45 0.68 7.20
N -2.40 0.08 6.02
H 3.21 -2.70 5.34
H 3.27 -1.98 2.69
H 0.88 -1.59 6.24
H -1.60 2.34 4.93
H -1.28 4.30 3.07
H -0.05 3.01 0.99
H -2.70 -2.08 5.14
H -3.77 -3.66 3.18
H -2.56 -2.72 0.90
H 0.72 0.85 6.47
H -0.90 1.62 8.52
H -3.39 0.78 7.71
O 6.39 -1.54 -1.60
C 5.17 -1.25 -1.15
C 4.80 0.01 -0.67
C 3.50 0.18 -0.24
N 2.59 -0.79 -0.23
C 2.94 -1.98 -0.72
C 4.20 -2.26 -1.20
C 1.84 -3.01 -0.83
O 2.00 -4.03 -1.44
O 0.69 -2.63 -0.27
C 3.00 1.53 0.23
O 3.66 2.25 0.91
O 1.75 1.80 -0.17
H 6.99 -0.78 -1.50
H 5.50 0.83 -0.61
H 4.43 -3.23 -1.61
C -0.82 -5.57 -1.14
C -2.09 -4.78 -1.22
O -1.94 -3.49 -1.91
P -0.96 -2.28 -1.67
O 0.10 -2.26 -2.81
C -0.23 -2.44 -4.23
C 0.06 -3.86 -4.65
O -1.84 -0.99 -2.06
C -3.19 -0.78 -1.55
C -4.17 -0.94 -2.68
H -1.05 -6.54 -0.69
H -0.07 -5.08 -0.54
H -0.40 -5.75 -2.13
H -2.50 -4.57 -0.23
H -2.86 -5.28 -1.80
H 0.39 -1.72 -4.75
H -1.28 -2.16 -4.38
H 1.07 -4.13 -4.37
H -0.04 -3.94 -5.73
H -0.64 -4.56 -4.19
H -3.20 0.23 -1.13
H -3.39 -1.48 -0.74
H -3.94 -0.24 -3.48
H -5.18 -0.73 -2.32
H -4.14 -1.95 -3.07
C 2.67 6.14 -0.93
C 1.98 4.96 -1.61
C 2.98 3.97 -2.20
C 2.33 2.82 -2.98
Ge 1.11 1.74 -1.92
C -0.72 2.34 -1.71
C -1.44 2.38 -3.06
C -2.89 2.85 -2.94
C -3.60 2.89 -4.29
H 1.94 6.83 -0.50
H 3.28 6.69 -1.64
H 3.32 5.79 -0.13
H 1.31 5.31 -2.40
H 1.36 4.44 -0.87
H 3.61 3.59 -1.40
H 3.65 4.51 -2.88
H 3.09 2.15 -3.39
H 1.77 3.20 -3.83
H 1.14 0.25 -2.33
H -0.73 3.33 -1.24
H -1.24 1.66 -1.02
H -1.42 1.38 -3.52
H -0.92 3.05 -3.75
H -2.91 3.84 -2.48
H -3.43 2.19 -2.25
H -3.10 3.58 -4.97
H -4.64 3.21 -4.18
H -3.61 1.90 -4.76
*
```

Values from the calculation:
* expectation value of S²: 0.75
* E_LUMO (alpha / beta): -2.51 / -4.43 eV
* largest force on an atom: 0.61 eV/A
* relative energy (zero: lowest compared OMol25 entry of this formula, charge and spin): 0.00 kJ/mol